No. 1
A molecular structure, C31H35BrMnN7O2S2Se, computed with ωB97M-V/def2-TZVPD.

* frontier orbital gap: 4.73 eV
* M: 815.60 g mol⁻¹
* charge: +2

Positions of all 80 atoms, in Å:
Mn: -1.551 -0.359 -0.815
N: -1.259 0.988 0.770
C: -2.112 0.879 1.979
C: -3.581 1.088 1.666
C: -4.184 -0.020 0.824
N: -3.569 -0.047 -0.516
H: -0.301 0.914 1.096
H: -1.390 1.902 0.335
H: -1.792 1.608 2.728
H: -1.952 -0.119 2.394
H: -3.715 2.048 1.155
H: -4.131 1.165 2.604
H: -5.263 0.124 0.741
H: -4.012 -0.987 1.299
H: -3.640 0.881 -0.934
H: -4.101 -0.656 -1.135
N: 1.693 1.242 -0.440
C: 1.480 0.422 -1.561
N: 0.359 -0.204 -1.761
C: 0.415 -0.896 -2.962
C: 1.606 -0.829 -3.604
S: 2.691 0.170 -2.738
C: -0.801 -1.569 -3.386
C: -1.058 -2.180 -4.561
S: -2.647 -2.819 -4.544
C: -2.866 -2.222 -2.948
N: -1.846 -1.553 -2.485
N: -4.018 -2.446 -2.218
H: 0.881 1.823 -0.255
H: 2.526 1.818 -0.507
H: 1.893 -1.283 -4.538
H: -0.431 -2.263 -5.433
H: -4.733 -2.973 -2.700
H: -3.829 -2.833 -1.301
Br: -2.561 5.670 -6.587
C: -2.073 4.973 -4.908
C: -1.558 5.821 -3.932
N: -1.196 5.391 -2.729
C: -1.346 4.099 -2.464
C: -1.844 3.176 -3.373
C: -2.214 3.627 -4.633
C: -1.963 1.714 -3.043
O: -2.233 0.905 -3.918
O: -1.747 1.419 -1.795
H: -1.437 6.878 -4.136
H: -1.054 3.775 -1.471
H: -2.596 2.930 -5.366
C: 6.278 1.154 5.342
C: 5.229 0.834 4.336
C: 3.900 1.236 4.532
C: 2.919 0.947 3.620
C: 1.516 1.419 3.864
C: 3.273 0.186 2.447
Se: 1.995 -0.360 1.311
C: 4.647 -0.196 2.221
C: 5.072 -0.975 1.012
C: 5.575 0.123 3.176
H: 5.899 1.765 6.157
H: 7.114 1.667 4.863
H: 6.682 0.226 5.755
H: 3.653 1.793 5.427
H: 1.449 1.924 4.824
H: 0.812 0.587 3.859
H: 1.201 2.121 3.089
H: 4.586 -0.632 0.101
H: 4.818 -2.029 1.138
H: 6.150 -0.907 0.883
H: 6.609 -0.170 3.037
C: -1.275 -1.724 0.007
C: -1.053 -3.043 0.508
C: -2.026 -3.680 1.291
C: -1.823 -4.980 1.718
C: -0.657 -5.651 1.367
C: 0.315 -5.025 0.595
C: 0.124 -3.724 0.166
H: -2.927 -3.146 1.568
H: -2.571 -5.474 2.323
H: -0.506 -6.670 1.697
H: 1.216 -5.559 0.324
H: 0.867 -3.229 -0.449

The molecule's Löwdin atomic charges, reported in e, are given here: Mn 0.507; N -0.023; C -0.208; C -0.163; C -0.202; N 0.003; H -0.001; H 0.096; H 0.119; H 0.120; H 0.129; H 0.128; H 0.128; H 0.106; H 0.108; H 0.077; N -0.008; C -0.706; N 0.064; C -0.275; C -0.281; S 1.150; C -0.322; C -0.297; S 1.155; C -0.637; N 0.022; N 0.096; H 0.100; H 0.124; H 0.098; H 0.095; H 0.108; H 0.104; Br 0.787; C -0.664; C -0.170; N 0.076; C -0.106; C -0.115; C -0.042; C -0.557; O 0.072; O -0.171; H 0.109; H 0.096; H 0.121; C -0.008; C -0.184; C 0.022; C -0.263; C -0.065; C -0.515; Se 1.221; C -0.264; C -0.057; C 0.017; H 0.091; H 0.107; H 0.111; H 0.133; H 0.093; H 0.074; H 0.085; H 0.050; H 0.102; H 0.094; H 0.139; C -0.008; C -0.278; C -0.033; C -0.050; C -0.042; C -0.052; C -0.038; H 0.107; H 0.118; H 0.119; H 0.116; H 0.109

---

No. 2
2 unconnected molecules or ions with the total composition C31H35ClNO6S, computed with ωB97M-V/def2-TZVPD.

* frontier orbital gap: 3.45 eV
* M: 585.14 g mol⁻¹
* charge: -1

Positions of all 75 atoms, in Å:
C: 2.749 -4.716 -6.782
O: 1.674 -3.806 -7.123
C: 1.388 -2.832 -6.224
C: 0.334 -1.932 -6.539
C: 0.012 -0.932 -5.659
C: 0.710 -0.771 -4.429
C: 0.347 0.270 -3.535
C: 0.974 0.481 -2.319
C: 0.643 1.475 -1.409
C: 1.346 1.661 -0.190
C: 1.000 2.717 0.702
C: 1.646 2.926 1.888
C: 1.265 4.061 2.856
C: 0.839 3.462 4.200
C: 0.114 4.899 2.310
C: 2.476 4.974 3.070
C: 2.742 2.023 2.271
O: 3.346 2.166 3.365
C: 3.121 0.944 1.358
C: 4.274 -0.006 1.746
C: 5.560 0.803 1.927
C: 4.522 -1.069 0.677
C: 3.927 -0.716 3.057
C: 2.425 0.810 0.190
C: 1.763 -1.683 -4.134
C: 2.099 -2.693 -5.008
H: 2.780 -5.387 -7.639
H: 3.708 -4.187 -6.667
H: 2.531 -5.274 -5.858
H: -0.191 -2.068 -7.481
H: -0.793 -0.233 -5.886
H: -0.467 0.936 -3.818
H: 1.796 -0.181 -2.067
H: -0.159 2.170 -1.658
H: 0.183 3.373 0.393
H: 1.671 2.893 4.621
H: 0.551 4.256 4.898
H: -0.012 2.789 4.046
H: 0.394 5.365 1.359
H: -0.780 4.282 2.164
H: -0.133 5.695 3.023
H: 2.794 5.386 2.106
H: 2.220 5.796 3.748
H: 3.296 4.393 3.498
H: 5.417 1.538 2.723
H: 6.394 0.141 2.188
H: 5.796 1.326 0.994
H: 3.630 -1.688 0.530
H: 4.812 -0.603 -0.272
H: 5.341 -1.729 0.990
H: 2.992 -1.274 2.933
H: 4.726 -1.411 3.340
H: 3.796 0.028 3.847
H: 2.710 0.007 -0.482
H: 2.337 -1.615 -3.212
H: 2.910 -3.381 -4.758
O: -10.181 -2.115 3.234
N: -9.298 -2.954 2.934
O: -9.377 -4.169 3.234
C: -8.152 -2.504 2.215
C: -7.144 -3.416 1.856
C: -6.034 -2.973 1.139
C: -5.908 -1.619 0.784
S: -4.455 -1.043 -0.160
C: -3.371 -0.413 1.019
Cl: -1.887 0.178 0.612
O: -3.932 -2.253 -0.762
O: -4.966 0.020 -1.000
C: -6.927 -0.718 1.133
C: -8.040 -1.150 1.853
H: -7.246 -4.460 2.144
H: -5.279 -3.699 0.852
H: -3.646 -0.440 2.067
H: -6.872 0.327 0.839
H: -8.828 -0.457 2.139

The molecule's Löwdin atomic charges, reported in e, are given here: C -0.069; O -0.089; C -0.267; C -0.004; C -0.024; C -0.220; C -0.009; C -0.084; C -0.017; C -0.209; C 0.023; C -0.068; C -0.554; C -0.045; C -0.075; C -0.051; C -0.271; O -0.012; C -0.065; C -0.550; C -0.050; C -0.078; C -0.046; C 0.034; C -0.010; C -0.022; H 0.088; H 0.094; H 0.097; H 0.117; H 0.117; H 0.123; H 0.081; H 0.126; H 0.113; H 0.074; H 0.083; H 0.094; H 0.084; H 0.090; H 0.084; H 0.087; H 0.082; H 0.073; H 0.075; H 0.082; H 0.088; H 0.088; H 0.084; H 0.084; H 0.094; H 0.083; H 0.075; H 0.086; H 0.107; H 0.100; O 0.036; N -0.322; O 0.037; C -0.171; C 0.007; C -0.033; C -0.233; S 0.540; C -0.958; Cl 0.532; O -0.392; O -0.388; C -0.035; C 0.008; H 0.115; H 0.114; H -0.012; H 0.117; H 0.115